Record 1
{"formula": "C33H31Cl4CoN2O4S2", "method": "wB97M-V/def2-TZVPD", "symbols": ["Co", "Cl", "C", "C", "Cl", "C", "Cl", "C", "O", "C", "O", "C", "Cl", "C", "C", "S", "O", "C", "C", "H", "H", "H", "H", "H", "H", "H", "H", "H", "H", "O", "S", "C", "C", "C", "C", "C", "C", "C", "C", "C", "C", "C", "C", "H", "H", "H", "H", "H", "H", "H", "H", "H", "H", "C", "C", "C", "C", "C", "C", "H", "H", "H", "H", "H", "N", "C", "C", "C", "N", "C", "C", "H", "H", "H", "H", "H", "H"], "xyz": [[-0.40, -0.21, 0.23], [5.83, 0.29, 2.98], [4.10, 0.27, 2.78], [3.27, 0.39, 3.89], [3.96, 0.55, 5.47], [1.88, 0.37, 3.72], [0.84, 0.49, 5.10], [1.28, 0.23, 2.46], [0.01, 0.21, 2.27], [2.15, 0.07, 1.31], [1.61, -0.11, 0.14], [3.53, 0.11, 1.51], [4.55, -0.06, 0.11], [-0.18, -1.25, -4.96], [0.44, 0.07, -4.55], [0.83, 0.13, -2.74], [-0.38, -0.45, -2.09], [2.15, -1.16, -2.70], [1.64, -2.54, -2.34], [-0.79, -1.13, -5.86], [-0.82, -1.60, -4.15], [0.58, -2.00, -5.17], [-0.26, 0.90, -4.70], [1.37, 0.31, -5.07], [2.83, -0.80, -1.92], [2.65, -1.12, -3.67], [1.05, -2.48, -1.42], [2.48, -3.21, -2.16], [1.01, -2.97, -3.12], [-0.25, 1.88, -0.29], [1.05, 2.63, -0.28], [1.01, 3.63, -1.77], [-0.14, 3.73, -2.53], [-0.16, 4.51, -3.67], [0.98, 5.21, -4.05], [2.14, 5.11, -3.29], [2.16, 4.32, -2.16], [0.72, 4.04, 0.79], [1.78, 4.76, 1.33], [1.52, 5.87, 2.12], [0.21, 6.25, 2.38], [-0.85, 5.51, 1.85], [-0.60, 4.41, 1.06], [-1.02, 3.17, -2.22], [-1.06, 4.59, -4.27], [0.97, 5.83, -4.94], [3.03, 5.64, -3.60], [3.06, 4.23, -1.56], [2.79, 4.44, 1.13], [2.34, 6.43, 2.55], [0.01, 7.10, 3.01], [-1.87, 5.80, 2.07], [-1.40, 3.80, 0.66], [-0.46, -4.98, 0.48], [0.45, -4.23, 1.23], [0.41, -2.84, 1.20], [-0.51, -2.14, 0.41], [-1.41, -2.92, -0.33], [-1.38, -4.31, -0.30], [-0.44, -6.06, 0.51], [1.19, -4.74, 1.84], [1.13, -2.30, 1.81], [-2.14, -2.43, -0.97], [-2.10, -4.87, -0.89], [-6.54, -0.03, -0.11], [-5.16, -0.04, 0.01], [-4.35, 0.68, -0.87], [-2.98, 0.69, -0.67], [-2.37, 0.05, 0.32], [-3.15, -0.63, 1.17], [-4.52, -0.71, 1.05], [-6.88, 0.18, -1.03], [-7.02, -0.80, 0.33], [-4.79, 1.24, -1.69], [-2.34, 1.24, -1.34], [-2.63, -1.13, 1.98], [-5.09, -1.28, 1.77]], "lowdin_spin": [0.99, 0.00, 0.00, 0.00, 0.00, 0.00, 0.00, 0.00, 0.04, 0.00, 0.00, 0.00, 0.00, 0.00, 0.00, 0.00, 0.02, 0.00, 0.00, 0.00, 0.00, 0.00, 0.00, 0.00, 0.00, 0.00, 0.00, 0.00, 0.00, 0.00, 0.00, 0.00, 0.00, 0.00, 0.00, 0.00, 0.00, 0.00, 0.00, 0.00, 0.00, 0.00, 0.00, 0.00, 0.00, 0.00, 0.00, 0.00, 0.00, 0.00, 0.00, 0.00, 0.00, 0.00, 0.00, -0.01, -0.04, 0.00, 0.00, 0.00, 0.00, 0.00, 0.00, 0.00, 0.00, 0.00, 0.00, 0.00, 0.00, 0.00, 0.00, 0.00, 0.00, 0.00, 0.00, 0.00, 0.00], "multiplicity": 2, "total_charge": -1, "homo_ev": [-3.182, -3.139], "gap_ev": [5.301, 5.256]}

***

Record 2
{"formula": "C2HBr5S", "method": "wB97M-V/def2-TZVPD", "symbols": ["C", "C", "S", "Br", "Br", "Br", "Br", "Br", "H"], "xyz": [[1.58, -0.68, 0.10], [3.23, -0.07, -0.42], [0.40, 0.61, 0.08], [1.75, -1.19, 1.99], [1.25, -2.28, -0.96], [4.45, -1.59, -0.31], [3.90, 1.53, 0.53], [3.23, 0.44, -2.29], [0.96, 1.26, -1.03]], "lowdin_charge": [-1.70, -1.70, 0.62, 0.58, 0.60, 0.56, 0.57, 0.58, -0.11], "multiplicity": 1, "homo_ev": -9.766, "gap_ev": 9.376}

***

Record 3
{"formula": "C9H9Cl2NSi", "method": "wB97M-V/def2-TZVPD", "symbols": ["N", "C", "C", "C", "Si", "Cl", "Cl", "C", "C", "C", "C", "C", "C", "H", "H", "H", "H", "H", "H", "H", "H", "H"], "xyz": [[2.01, -2.42, 0.26], [1.73, -1.91, 1.25], [1.50, -1.15, 2.47], [0.38, -0.11, 2.37], [0.47, 1.20, 1.00], [-1.02, 2.66, 1.47], [2.29, 2.27, 0.63], [-0.05, 0.54, -0.69], [-0.11, -0.73, -1.11], [-0.98, -1.04, -2.15], [-1.73, -0.07, -2.76], [-1.64, 1.23, -2.36], [-0.79, 1.55, -1.33], [2.40, -0.62, 2.72], [1.23, -1.87, 3.27], [0.42, 0.57, 3.27], [-0.61, -0.57, 2.41], [0.39, -1.55, -0.52], [-0.96, -2.08, -2.53], [-2.15, -0.40, -3.66], [-2.13, 1.97, -3.05], [-0.66, 2.56, -0.98]], "lowdin_charge": [0.17, -0.23, -0.23, -0.30, 0.02, 0.32, 0.26, -0.34, -0.11, -0.08, -0.11, -0.08, -0.17, 0.11, 0.13, 0.09, 0.09, 0.06, 0.12, 0.09, 0.13, 0.05], "multiplicity": 1, "homo_ev": -9.301, "gap_ev": 9.675}

***

Record 4
{"formula": "C4H7F3", "method": "wB97M-V/def2-TZVPD", "symbols": ["C", "C", "C", "C", "H", "H", "H", "H", "H", "H", "H", "F", "F", "F"], "xyz": [[-0.19, 1.35, 0.56], [-0.71, -0.11, 0.98], [-0.45, -0.90, -0.47], [0.90, -0.75, -0.80], [0.19, 1.40, -0.73], [-1.08, 2.14, 0.94], [-0.11, -0.44, 1.90], [-1.78, -0.05, 1.17], [-0.67, -1.92, -0.51], [1.43, -1.36, -1.61], [1.48, -1.07, -0.01], [1.00, 1.53, 1.42], [-1.27, -0.27, -1.45], [1.27, 0.47, -1.37]], "lowdin_charge": [-0.16, -0.07, -0.28, -0.20, 0.19, 0.15, 0.13, 0.09, 0.13, 0.17, 0.11, -0.16, -0.03, -0.07], "multiplicity": 1, "homo_ev": -10.508, "gap_ev": 11.407}

***

Record 5
{"formula": "C3H6N2O", "method": "wB97M-V/def2-TZVPD", "symbols": ["C", "C", "O", "N", "C", "N", "H", "H", "H", "H", "H", "H"], "xyz": [[-1.11, -0.85, -0.20], [-0.54, 2.10, -0.01], [-0.19, 3.10, -0.42], [1.36, 0.72, 1.06], [1.34, -0.16, 0.14], [0.34, -1.08, -0.14], [-1.50, 0.06, -0.71], [-1.49, -1.69, -0.78], [-1.59, -0.85, 0.79], [0.50, 0.61, 1.61], [2.21, -0.22, -0.53], [0.66, -1.75, -0.83]], "lowdin_charge": [-0.13, 0.00, 0.07, 0.04, -0.36, -0.06, 0.04, 0.07, 0.08, 0.03, 0.11, 0.10], "multiplicity": 1, "homo_ev": -9.075, "gap_ev": 9.910}

***

Record 6
{"formula": "C4H6NS", "method": "wB97M-V/def2-TZVPD", "symbols": ["C", "C", "N", "C", "C", "S", "H", "H", "H", "H", "H", "H"], "xyz": [[-1.14, 1.22, 0.25], [0.14, 1.28, -0.13], [0.76, 0.06, -0.44], [0.70, -1.01, 0.55], [-0.48, -1.17, -0.32], [-1.95, -0.30, -0.01], [-1.73, 2.05, 0.57], [0.70, 2.19, -0.27], [1.49, 0.04, -1.15], [0.55, -0.66, 1.57], [1.48, -1.76, 0.47], [-0.51, -1.94, -1.08]], "lowdin_charge": [-0.33, -0.14, 0.01, -0.11, -0.33, 1.07, 0.09, 0.14, 0.19, 0.15, 0.15, 0.12], "multiplicity": 1, "total_charge": 1, "homo_ev": -13.946, "gap_ev": 9.798}